An isolated molecule of C25H32N6O3S at a distorted geometry, computed with ωB97M-V/def2-TZVPD.

Summary:
E_tot = -52363.220 eV
relative energy (zero: lowest compared OMol25 entry of this formula, charge and spin) = 85.0 kJ/mol
charge = 0
gap between HOMO and LUMO = 0.3010 Eh
largest force on an atom = 0.0248 hartree/bohr

Last column: Löwdin charge in e.
Cartesian coordinates (Å):
C  5.48  -4.13  -3.79  -0.115
C  4.07  -3.77  -3.34  -0.256
C  4.02  -2.37  -2.71  -0.157
C  2.63  -2.06  -2.26  -0.283
C  1.80  -1.23  -2.94  0.066
C  0.46  -0.97  -2.51  -0.422
O  -0.35  -0.20  -2.99  0.058
N  0.12  -1.73  -1.37  -0.015
N  -1.09  -1.64  -0.79  0.133
C  -1.15  -2.26  0.33  -0.569
N  -2.26  -2.42  1.07  -0.133
C  -2.17  -2.13  2.49  -0.142
C  -2.09  -0.60  2.72  -0.096
C  -2.62  0.13  1.49  -0.236
C  -2.92  1.60  1.76  -0.418
O  -3.10  2.02  2.89  0.071
N  -3.04  2.39  0.67  -0.048
C  -2.68  2.10  -0.70  -0.107
C  -1.54  3.06  -1.13  -0.118
N  -0.93  3.68  0.02  -0.096
C  0.05  3.02  0.75  -0.208
C  0.71  3.68  1.80  -0.033
C  1.71  3.07  2.51  -0.079
C  2.11  1.78  2.21  -0.042
C  1.51  1.11  1.16  -0.262
O  1.84  -0.15  0.75  -0.123
C  2.97  -0.75  1.35  -0.098
C  0.48  1.73  0.44  0.058
C  -1.87  4.54  0.70  -0.119
C  -3.23  3.81  0.86  -0.101
C  -3.90  -0.57  1.00  -0.096
C  -3.52  -1.97  0.49  -0.132
S  0.37  -3.08  0.78  1.148
C  1.05  -2.47  -0.71  -0.583
N  2.26  -2.68  -1.11  0.104
H  5.50  -5.12  -4.24  0.068
H  5.84  -3.42  -4.53  0.071
H  6.17  -4.12  -2.95  0.072
H  3.39  -3.80  -4.20  0.112
H  3.72  -4.50  -2.61  0.107
H  4.69  -2.36  -1.85  0.121
H  4.35  -1.63  -3.43  0.118
H  2.13  -0.72  -3.83  0.122
H  -1.30  -2.63  2.91  0.100
H  -3.06  -2.54  2.96  0.128
H  -2.67  -0.31  3.60  0.118
H  -1.05  -0.29  2.89  0.121
H  -1.86  0.08  0.71  0.098
H  -2.37  1.06  -0.83  0.101
H  -3.56  2.26  -1.33  0.126
H  -1.94  3.87  -1.74  0.124
H  -0.80  2.53  -1.72  0.116
H  0.45  4.70  2.03  0.102
H  2.19  3.60  3.32  0.106
H  2.90  1.32  2.80  0.097
H  3.14  -1.69  0.82  0.063
H  3.85  -0.11  1.25  0.101
H  2.79  -0.96  2.41  0.096
H  0.05  1.16  -0.37  0.101
H  -2.00  5.46  0.12  0.122
H  -1.49  4.80  1.69  0.105
H  -3.64  3.97  1.86  0.119
H  -3.96  4.16  0.12  0.123
H  -4.59  -0.64  1.84  0.128
H  -4.38  0.00  0.21  0.116
H  -3.40  -1.96  -0.59  0.119
H  -4.28  -2.70  0.76  0.125

=====

An isolated molecule of C16H15NO3, computed with ωB97M-V/def2-TZVPD.

Summary:
E_tot = -24468.345 eV
relative energy (zero: lowest compared OMol25 entry of this formula, charge and spin) = 87.4 kJ/mol
charge = 0
gap between HOMO and LUMO = 0.2990 Eh
largest force on an atom = 0.0138 hartree/bohr

Last column: Löwdin charge in e.
Cartesian coordinates (Å):
C  0.38  2.00  1.65  -0.089
N  0.57  0.65  1.20  0.000
C  1.69  0.19  0.59  -0.199
C  2.85  1.00  0.53  -0.027
C  4.00  0.56  -0.07  -0.079
C  4.07  -0.70  -0.66  -0.092
C  2.95  -1.49  -0.64  -0.020
C  1.76  -1.09  -0.02  -0.065
C  0.65  -2.04  -0.13  -0.437
O  0.61  -2.94  -0.93  0.098
O  -0.38  -1.82  0.73  -0.030
C  -1.55  -2.59  0.57  -0.068
C  -2.77  -1.69  0.37  -0.320
O  -3.86  -2.02  0.77  0.120
C  -2.50  -0.39  -0.28  -0.158
C  -1.64  -0.27  -1.38  -0.020
C  -1.38  0.97  -1.92  -0.059
C  -1.96  2.11  -1.38  -0.079
C  -2.83  1.99  -0.31  -0.079
C  -3.11  0.75  0.23  -0.018
H  1.05  2.24  2.47  0.084
H  -0.65  2.10  1.99  0.081
H  0.54  2.72  0.84  0.086
H  -0.23  0.04  1.19  0.102
H  2.82  1.97  0.98  0.096
H  4.87  1.21  -0.08  0.105
H  4.97  -1.03  -1.14  0.099
H  2.96  -2.47  -1.10  0.119
H  -1.70  -3.22  1.45  0.148
H  -1.43  -3.24  -0.31  0.140
H  -1.20  -1.15  -1.82  0.121
H  -0.71  1.05  -2.77  0.110
H  -1.75  3.08  -1.80  0.105
H  -3.30  2.88  0.10  0.106
H  -3.79  0.65  1.07  0.121

=====

The ion C7H12F4N with charge +1 at a distorted geometry, computed with ωB97M-V/def2-TZVPD.

Summary:
E_tot = -19801.261 eV
relative energy (zero: lowest compared OMol25 entry of this formula, charge and spin) = 257.1 kJ/mol
charge = +1
gap between HOMO and LUMO (alpha / beta) = 0.4251 / 0.2458 Eh
largest force on an atom = 0.1061 hartree/bohr

Last column: Löwdin charge in e.
Cartesian coordinates (Å):
C  -0.03  -1.07  -1.29  -0.033
C  -1.32  0.13  -2.99  0.188
C  0.26  -1.03  0.27  -0.068
C  -1.43  -0.49  -1.66  -0.540
C  0.71  1.42  0.07  -0.205
C  -0.63  0.65  1.84  0.024
C  1.60  0.00  1.93  0.017
N  0.49  0.25  0.99  -0.254
F  -1.88  0.55  -0.87  0.025
F  -2.40  -1.48  -1.42  0.058
F  1.02  2.56  0.70  0.159
F  1.75  1.16  -0.70  0.173
H  0.79  -0.57  -1.78  0.097
H  0.02  -2.17  -1.72  0.193
H  -1.31  1.18  -2.87  0.072
H  -1.33  -0.37  -3.94  0.085
H  -0.55  -1.55  0.72  0.141
H  1.13  -1.60  0.32  0.110
H  -1.52  0.95  1.17  0.151
H  -0.74  -0.11  2.53  0.103
H  -0.43  1.67  2.14  0.111
H  2.09  1.00  2.36  0.178
H  1.36  -0.50  2.80  0.088
H  2.38  -0.59  1.40  0.128

=====

A cluster of 2 separate species, C25H32NO6S in total at a distorted geometry, computed with ωB97M-V/def2-TZVPD.

Summary:
E_tot = -51053.870 eV
charge = -1
gap between HOMO and LUMO = 0.2176 Eh
largest force on an atom = 0.0512 hartree/bohr

Last column: Löwdin charge in e.
Cartesian coordinates (Å):
C  0.26  4.94  -1.92  -0.130
C  -0.43  4.01  -0.94  -0.264
C  0.10  2.59  -0.98  -0.227
C  -0.61  1.64  -0.03  -0.203
C  -0.62  1.87  1.43  -0.126
C  -1.53  0.88  2.03  -0.516
O  -1.26  0.07  2.91  0.041
O  -2.73  0.91  1.37  -0.058
C  -3.83  0.16  1.94  -0.229
C  -4.66  -0.43  0.83  -0.083
C  0.70  1.98  2.06  -0.462
O  0.95  2.18  3.23  0.060
O  1.70  1.82  1.14  -0.054
C  3.00  1.97  1.73  -0.237
C  4.05  1.64  0.69  -0.086
H  -0.18  5.93  -1.86  0.058
H  1.33  5.01  -1.71  0.064
H  0.14  4.59  -2.95  0.063
H  -0.33  4.39  0.09  0.110
H  -1.51  3.98  -1.15  0.112
H  -0.04  2.16  -1.98  0.109
H  1.17  2.55  -0.76  0.094
H  -1.67  1.58  -0.31  0.112
H  -0.16  0.64  -0.18  0.125
H  -3.42  -0.62  2.59  0.114
H  -4.41  0.87  2.54  0.122
H  -5.56  -0.87  1.25  0.068
H  -4.96  0.31  0.09  0.076
H  -4.09  -1.22  0.32  0.077
H  3.11  3.01  2.08  0.126
H  3.08  1.28  2.58  0.123
H  5.03  1.71  1.16  0.068
H  3.93  0.62  0.30  0.077
H  4.03  2.35  -0.15  0.072
C  -1.08  10.93  5.16  -0.064
C  -1.50  9.52  4.85  -0.282
C  -2.48  8.88  5.63  -0.046
C  -2.90  7.58  5.32  -0.045
C  -2.32  6.91  4.23  -0.272
S  -2.90  5.29  3.71  0.646
N  -1.50  4.38  4.00  -0.046
C  -1.53  3.09  3.91  -0.129
C  -1.10  2.31  5.07  -0.187
C  -1.56  1.02  5.42  -0.026
C  -1.02  0.35  6.52  -0.083
C  -0.07  0.99  7.33  -0.100
C  0.30  2.32  7.06  -0.089
C  -0.22  2.97  5.94  -0.038
O  -3.93  4.90  4.63  -0.310
O  -3.15  5.32  2.29  -0.312
C  -1.32  7.52  3.48  -0.053
C  -0.91  8.81  3.79  -0.040
H  -0.33  11.27  4.44  0.070
H  -1.93  11.63  5.10  0.080
H  -0.66  11.02  6.17  0.080
H  -2.92  9.42  6.47  0.113
H  -3.67  7.10  5.91  0.110
H  -2.08  2.59  3.11  0.109
H  -2.35  0.55  4.83  0.103
H  -1.37  -0.65  6.76  0.098
H  0.35  0.48  8.19  0.089
H  0.98  2.87  7.71  0.093
H  0.03  4.00  5.69  0.110
H  -0.88  6.99  2.64  0.118
H  -0.14  9.30  3.20  0.109